(1)
C6H9FIP | ωB97M-V/def2-TZVPD

CARTESIAN COORDINATES (ANGSTROEM)
C1 0.998834 -1.269520 1.807513
C2 0.115856 0.592273 0.300849
C3 0.529521 1.751009 0.875855
C4 0.230767 -0.887476 0.757526
C5 0.481801 2.827602 -0.087959
C6 -0.471434 -1.929961 -0.127336
F1 -2.077362 -2.828824 -1.878382
P1 -1.566078 -1.445918 -1.458830
I1 0.461790 -3.826551 -0.610786
H1 0.884738 -2.243058 2.216472
H2 1.737854 -0.818746 2.494790
H3 -0.511140 0.783384 -0.643773
H4 1.287882 1.767676 1.745854
H5 -0.381915 2.613997 -0.669402
H6 0.511519 3.772177 0.354676
H7 1.466766 2.903266 -0.763707
H8 -1.155547 -1.192174 -2.879951
H9 -2.543853 -0.569156 -1.433408

Forces on atoms 1 to 6 (eV/Å):
-0.2 0.1 0.4
-1.0 -1.1 0.7
2.3 -3.2 0.3
0.4 0.5 -0.7
2.7 1.1 -1.5
-1.1 2.3 -0.7

Properties
HOMO level (alpha / beta) = -7.39 / -7.39 eV
Lowest unoccupied orbital energy (alpha / beta) = -0.188 / -0.188 eV
Energy above the lowest of the compared OMol25 structures with the same formula, charge and spin = 0.0 kJ/mol
Frontier orbital gap (alpha / beta) = 7.203 / 7.203 eV
Total energy = -972.7600 hartree

***

(2)
C9H17F2IO7P | ωB97M-V/def2-TZVPD

CARTESIAN COORDINATES (ANGSTROEM)
C1 0.539517 0.479675 -0.314316
C2 0.722215 1.567606 0.751050
O1 0.290333 2.841761 0.253723
C3 0.007075 1.231412 2.037861
P1 0.471185 2.400657 3.497763
I1 2.260127 0.633335 4.346996
H1 -0.155557 0.847293 -1.056661
H2 1.472230 0.273646 -0.824150
H3 0.112032 -0.412688 0.114456
H4 1.781533 1.680644 0.965524
H5 -0.679850 2.807938 0.247893
H6 -1.062839 1.342751 1.865155
H7 0.239194 0.220720 2.338781
H8 -0.538771 1.712407 4.303138
H9 0.845666 3.182345 4.653758
H10 1.502637 3.037084 2.702097
H11 -0.500199 3.398085 3.073308
C4 -0.719023 -3.660359 2.864627
C5 -1.662347 -2.834987 2.018780
O2 -0.811507 -2.372115 0.986423
C6 0.188534 -3.283834 0.830750
O3 0.917269 -3.342105 -0.097810
O4 0.215348 -4.134535 1.888037
F1 -2.166807 -1.781343 2.696502
H12 -0.203883 -3.039089 3.598460
H13 -1.204262 -4.494107 3.365043
H14 -2.488972 -3.395871 1.577312
C7 1.017015 0.484686 -4.612199
C8 0.105657 0.648383 -5.805688
O5 -1.132841 0.184896 -5.308826
C9 -1.136720 0.387030 -3.952728
O6 -2.100937 0.337145 -3.274112
O7 0.115077 0.664846 -3.519454
F2 0.484499 -0.121911 -6.859187
H15 1.444322 -0.518199 -4.571394
H16 1.815265 1.220510 -4.573033
H17 -0.008911 1.677513 -6.149673

Forces on atoms 1 to 6 (eV/Å):
-0.1 0.6 0.1
-0.1 -0.3 0.1
-0.2 0.1 -0.1
0.5 0.6 0.0
-2.0 1.5 -0.9
1.1 -1.1 0.5

Properties
HOMO level = -3.93 eV
Lowest unoccupied orbital energy = 2.348 eV
Frontier orbital gap = 6.278 eV
Total energy = -1718.5865 hartree
Charge = -1

***

(3)
C4H10O | ωB97M-V/def2-TZVPD

CARTESIAN COORDINATES (ANGSTROEM)
C1 1.489604 -0.404948 -0.017392
C2 0.639467 0.190727 0.820870
C3 0.900944 1.474732 1.544540
O1 -0.595030 -0.298150 1.136655
H1 2.457906 0.035431 -0.223899
H2 1.250281 -1.344926 -0.509963
H3 1.869484 1.892592 1.262435
H4 0.115403 2.201973 1.313236
H5 0.884576 1.307725 2.626965
H6 -0.744203 -1.107650 0.628577
C4 -1.697817 -0.763903 -1.903245
H7 -1.953938 -0.056363 -1.110968
H8 -0.679135 -0.566115 -2.245856
H9 -1.763849 -1.788422 -1.522443
H10 -2.395635 -0.652258 -2.736051

Forces on atoms 1 to 6 (eV/Å):
-0.1 0.0 0.1
0.3 0.1 -0.1
0.0 0.0 0.0
0.0 -0.2 -0.1
-0.2 0.0 0.1
0.0 0.1 0.1

Properties
HOMO level = -8.88 eV
Lowest unoccupied orbital energy = 0.907 eV
Energy above the lowest of the compared OMol25 structures with the same formula, charge and spin = 72.7 kJ/mol
Frontier orbital gap = 9.785 eV
Total energy = -233.6173 hartree

***

(4)
C5H11N | ωB97M-V/def2-TZVPD

CARTESIAN COORDINATES (ANGSTROEM)
C1 -1.831007 1.128516 -0.313904
C2 -1.411855 -0.310678 -0.056228
N1 -0.039039 -0.549341 -0.460570
C3 0.671066 -1.618205 0.213956
C4 0.987112 -0.235356 0.567174
C5 2.018742 0.559729 -0.209608
H1 -2.878985 1.286038 -0.037177
H2 -1.221496 1.823727 0.273022
H3 -1.710481 1.381110 -1.371100
H4 -1.569717 -0.551331 1.010457
H5 -2.043438 -0.990942 -0.636387
H6 0.106658 -2.188084 0.948090
H7 1.338364 -2.213803 -0.401136
H8 0.584453 0.140109 1.515899
H9 2.835277 0.680602 0.491529
H10 1.727355 1.570552 -0.527221
H11 2.428169 0.086533 -1.108118

Forces on atoms 1 to 6 (eV/Å):
0.1 0.1 0.0
-0.4 -0.3 0.1
-0.5 -0.2 0.7
-0.2 -0.7 -0.2
-0.8 1.5 -2.2
1.3 0.2 1.3

Properties
HOMO level = -9.16 eV
Lowest unoccupied orbital energy = 1.280 eV
Energy above the lowest of the compared OMol25 structures with the same formula, charge and spin = 142.9 kJ/mol
Frontier orbital gap = 10.444 eV
Total energy = -251.8081 hartree

***

What is the total energy in the first record? -972.7600 hartree

***

Among the records above, which one has the lowest total energy? C9H17F2IO7P

***

Among the records above, which one has the highest total energy? C4H10O

***

The highest total energy belongs to which entry? C4H10O